Entry 1:
# C3H7O3

A cluster of 2 separate species, C3H7O3 in total at a distorted geometry (the ωB97M-V functional and the def2-TZVPD basis, the Open Molecules 2025 dataset).

Element x y z (Å)
O  2.0710  -2.4981  0.1855
O  -1.5604  2.5491  -1.0939
O  -0.1798  0.9269  -0.4871
C  -1.2418  1.5910  -0.5019
C  1.6330  -1.4266  -0.6532
C  -2.0132  1.2191  0.7937
H  2.6193  -2.2122  0.9504
H  -2.4751  0.3418  0.7410
H  2.1456  -1.5837  -1.7126
H  -1.1396  1.0068  1.3614
H  0.4650  -1.4867  -0.4705
H  2.2410  -0.5898  -0.3396
H  -2.5651  2.1625  1.2268

Results
F_max	6.27	eV/A
2S+1	1
HOMO level	-0.13360	hartree
frontier orbital gap	7.19	eV
LUMO energy	3.557	eV
net charge	-1
energy above the lowest of the compared OMol25 structures with the same formula, charge and spin	2.914	eV

Mulliken atomic charges, in units of e: O -0.55; O -0.65; O -0.66; C 0.43; C -0.30; C -0.89; H 0.29; H 0.32; H 0.16; H 0.25; H 0.17; H 0.22; H 0.20

=====

Entry 2:
# C4H9O

The molecule C4H9O at a distorted geometry (the ωB97M-V functional and the def2-TZVPD basis, the Open Molecules 2025 dataset).

Element x y z (Å)
O  -0.8461  1.6005  1.6475
C  0.6724  0.3869  -0.3991
C  0.5637  -0.2752  -1.7836
C  0.0263  -0.4626  0.7181
C  -1.0943  0.2770  1.5323
H  1.7236  0.5361  -0.1533
H  0.7675  -0.7051  1.4821
H  0.7257  -1.3492  -1.7587
H  1.2997  0.1637  -2.4656
H  -1.9976  0.1522  0.9279
H  -0.3951  -1.4041  0.3583
H  -1.1936  -0.2101  2.5128
H  0.1639  1.3448  -0.4063
H  -0.4160  -0.0550  -2.2123

Results
F_max	1.09	eV/A
2S+1	2
HOMO level (spin up / spin down)	-0.38535 / -0.36569	hartree
<S²>	0.754
frontier orbital gap (spin up / spin down)	11.61 / 8.56	eV
LUMO energy (spin up / spin down)	1.124 / -1.389	eV
energy above the lowest of the compared OMol25 structures with the same formula, charge and spin	0.069	eV

Mulliken atomic charges, in units of e: O -0.35; C -0.25; C -1.20; C -0.65; C -0.36; H 0.30; H 0.28; H 0.35; H 0.33; H 0.26; H 0.36; H 0.32; H 0.30; H 0.30

=====

Entry 3:
# C2H11NO2S2

A cluster of 3 separate species, C2H11NO2S2 in total at a distorted geometry (the ωB97M-V functional and the def2-TZVPD basis, the Open Molecules 2025 dataset).

Element x y z (Å)
S  0.1396  -0.4605  2.2544
S  -0.2694  1.4728  2.7418
O  1.4589  0.7516  -1.6844
O  0.0061  2.6828  -0.1870
N  -0.8071  -1.9645  -1.4066
C  -0.1101  -1.9512  -0.1178
C  -0.3964  -0.6125  0.5482
H  2.3760  0.7839  -1.4261
H  1.0988  1.6440  -1.4625
H  -0.7292  -2.9062  -1.7686
H  -1.4542  -0.3304  0.5016
H  -0.2530  -1.3867  -2.0328
H  -1.5996  1.3444  2.8891
H  0.2525  0.1659  0.1014
H  -0.5363  2.2811  0.4946
H  -0.5850  -2.7228  0.5081
H  0.9373  -2.2646  -0.1213
H  0.4710  3.4730  0.1681

Results
F_max	1.85	eV/A
2S+1	2
HOMO level (spin up / spin down)	-0.49630 / -0.49586	hartree
<S²>	0.754
frontier orbital gap (spin up / spin down)	8.67 / 4.80	eV
LUMO energy (spin up / spin down)	-4.832 / -8.697	eV
net charge	+1
energy above the lowest of the compared OMol25 structures with the same formula, charge and spin	0.417	eV

Mulliken atomic charges, in units of e: S 0.34; S -0.14; O -0.65; O -0.60; N -0.61; C -0.66; C -0.02; H 0.31; H 0.34; H 0.27; H 0.46; H 0.26; H 0.30; H 0.02; H 0.26; H 0.43; H 0.34; H 0.35

=====

Entry 4:
# C4H14NO3

A cluster of 3 separate species, C4H14NO3 in total at a distorted geometry (the ωB97M-V functional and the def2-TZVPD basis, the Open Molecules 2025 dataset).

Element x y z (Å)
O  1.1481  1.5906  -1.6177
O  -1.0467  -0.1841  2.2820
O  1.9055  1.0994  1.6096
N  0.1975  -0.2907  0.1195
C  1.2366  -1.3654  -0.0584
C  -1.1981  -0.6995  -0.0939
C  -1.9271  -0.0463  -1.2698
C  -1.8277  -0.5106  1.3066
H  -1.2536  -0.1375  -2.2292
H  2.7129  0.8219  2.0540
H  -2.7847  -0.6410  -1.7387
H  1.7277  -1.2995  -0.9976
H  1.7079  2.0854  -0.9590
H  0.7070  2.3100  -2.0855
H  0.3616  -0.0075  1.2238
H  0.4556  0.6215  -0.3221
H  2.0637  -1.3810  0.6944
H  -1.1846  -1.7752  -0.4066
H  -2.9104  -0.6485  1.4577
H  0.7168  -2.3094  -0.0035
H  1.6540  1.9221  2.0560
H  -2.4619  0.8453  -1.0214

Results
F_max	3.29	eV/A
2S+1	2
HOMO level (spin up / spin down)	-0.14216 / -0.28197	hartree
<S²>	0.754
frontier orbital gap (spin up / spin down)	3.89 / 7.69	eV
LUMO energy (spin up / spin down)	0.025 / 0.013	eV
energy above the lowest of the compared OMol25 structures with the same formula, charge and spin	2.620	eV

Mulliken atomic charges, in units of e: O -0.69; O -0.78; O -0.57; N -0.03; C -0.96; C 0.35; C -1.59; C -0.43; H 0.29; H 0.26; H 0.36; H 0.34; H 0.30; H 0.32; H 0.62; H 0.28; H 0.26; H 0.13; H 0.42; H 0.35; H 0.28; H 0.47

=====

Entry 5:
# C31H47BiClO3PSi2

A structure of composition C31H47BiClO3PSi2 (the ωB97M-V functional and the def2-TZVPD basis, the Open Molecules 2025 dataset).

Element x y z (Å)
Bi  0.0351  0.8901  -0.0326
Cl  -0.2825  -0.2985  -2.8373
P  1.4309  -1.5155  -0.6308
Si  -2.1739  2.4284  -1.6901
Si  -3.6629  0.9193  0.8270
O  -0.4807  -0.2274  2.1272
O  2.0557  0.8350  1.8687
O  0.0069  2.8140  1.8614
C  -0.7965  -4.1554  -3.6898
C  1.7837  -3.6143  1.1939
C  -3.2575  0.8357  2.6751
C  3.3163  0.4499  -1.2392
C  2.5273  -4.4588  2.0027
C  3.7879  -2.4157  0.5955
C  -2.1639  0.9608  -0.4078
C  2.4108  -2.5959  0.4691
C  -2.8755  4.0447  -1.0430
C  -4.5799  -0.6380  0.3093
C  1.1566  3.0301  2.6690
C  4.3266  1.0327  -1.9909
C  -3.1027  1.8454  -3.2121
C  0.6915  -4.0210  -1.8012
C  4.5251  -3.2657  1.4070
C  -1.1133  3.5788  2.3209
C  2.3328  2.2002  2.1776
C  -0.9208  -2.7730  -3.7088
C  -4.8677  2.3505  0.6764
C  2.6902  -0.7156  -1.6851
C  4.0960  -0.7016  -3.6375
C  0.5762  -2.6336  -1.7911
C  -0.2273  -2.0409  -2.7678
C  -0.9993  -1.5517  1.9368
C  -0.4214  2.9944  -2.2285
C  0.0130  -4.7735  -2.7491
C  3.0927  -1.2946  -2.8871
C  4.7138  0.4595  -3.1930
C  1.7969  -0.0348  2.9644
C  0.3195  -0.0487  3.3030
C  3.9018  -4.2908  2.1040
H  -4.9057  -0.5698  -0.7329
H  -0.9364  4.6451  2.1671
H  0.1200  3.5288  -1.4382
H  -0.6041  3.7295  -3.0170
H  0.1128  -0.8468  4.0177
H  -2.3394  0.0556  -1.0000
H  0.7165  -3.7788  1.1069
H  -2.5618  1.0830  -3.7709
H  4.3995  -1.1538  -4.5732
H  -2.5071  4.8506  -1.6828
H  -5.4766  -0.7625  0.9217
H  -1.7323  -1.4976  1.1328
H  5.5957  -3.1284  1.4895
H  -1.5391  -2.2805  -4.4481
H  2.7129  2.6315  1.2505
H  -3.2662  2.6913  -3.8861
H  -3.9639  4.0703  -1.0889
H  -1.5007  -1.8817  2.8467
H  1.4564  4.0807  2.6134
H  0.1195  -5.8496  -2.7553
H  0.2573  2.2564  -2.6649
H  1.3336  -4.5133  -1.0848
H  2.3764  0.2597  3.8437
H  2.1170  -1.0298  2.6527
H  -2.5776  4.2765  -0.0193
H  0.9195  2.8102  3.7145
H  2.0322  -5.2518  2.5486
H  0.0134  0.8981  3.7438
H  -0.2080  -2.2528  1.6809
H  3.0476  0.8715  -0.2806
H  -5.2648  2.4804  -0.3324
H  -5.7120  2.1056  1.3271
H  -1.2988  3.3988  3.3820
H  4.8209  1.9268  -1.6323
H  4.2938  -1.6231  0.0629
H  -3.9835  -1.5495  0.4131
H  -3.4075  -0.1760  3.0605
H  -4.0841  1.4382  -2.9545
H  5.5035  0.9116  -3.7782
H  -1.3270  -4.7480  -4.4238
H  -4.4668  3.3067  1.0165
H  2.6337  -2.2113  -3.2349
H  -2.2525  1.1527  2.9392
H  -1.9784  3.2615  1.7456
H  3.1240  2.2561  2.9297
H  4.4864  -4.9605  2.7211
H  -3.9602  1.4837  3.2044

Results
F_max	0.92	eV/A
2S+1	1
HOMO level	-0.51925	hartree
frontier orbital gap	8.10	eV
LUMO energy	-6.030	eV
net charge	+2
energy above the lowest of the compared OMol25 structures with the same formula, charge and spin	0.500	eV

Mulliken atomic charges, in units of e: Bi 1.26; Cl -0.01; P 0.73; Si 1.03; Si 0.81; O 0.17; O -0.18; O -0.22; C -0.62; C -0.58; C -0.72; C -0.47; C -0.99; C -0.66; C -0.01; C 0.98; C -1.22; C -1.36; C -0.78; C -0.93; C -1.14; C -0.65; C -0.86; C -0.45; C -0.74; C -0.69; C -1.41; C 0.94; C -0.75; C -0.30; C 0.75; C -1.16; C -1.39; C -0.92; C -0.69; C -0.66; C -0.47; C -0.82; C -0.69; H 0.32; H 0.33; H 0.41; H 0.51; H 0.68; H 0.68; H 0.64; H 0.32; H 0.47; H 0.47; H 0.37; H 0.01; H 0.47; H 0.53; H 0.29; H 0.39; H 0.41; H 0.38; H 0.53; H 0.47; H 0.43; H 0.56; H 0.61; H -0.05; H 0.24; H 0.47; H 0.48; H 0.08; H 0.21; H 0.49; H 0.33; H 0.41; H 0.41; H 0.49; H 0.48; H 0.38; H 0.39; H 0.33; H 0.42; H 0.43; H 0.42; H 0.49; H -0.28; H -0.43; H 0.44; H 0.44; H 0.53

=====

Entry 6:
# C5H15N

A cluster of 2 separate species, C5H15N in total at a distorted geometry (the ωB97M-V functional and the def2-TZVPD basis, the Open Molecules 2025 dataset).

Element x y z (Å)
N  -2.0482  0.3669  -0.4952
C  2.0132  0.7828  0.1561
C  -3.4269  -0.2012  -0.8549
C  3.0572  -1.4737  -0.2574
C  -1.9798  0.9255  0.8440
C  2.0385  -0.6611  0.6459
H  4.0967  -1.0549  -0.2344
H  -1.1072  0.7132  1.4244
H  0.9794  -1.0300  0.7095
H  -1.6622  1.9795  0.6559
H  -2.1213  1.0676  -1.2075
H  -4.4047  0.3386  -0.8372
H  -3.1725  -0.5237  -1.8557
H  2.7825  -1.5441  -1.3798
H  -3.5786  -1.1988  -0.2975
H  1.5028  1.0424  -0.8100
H  1.5847  1.5425  0.8964
H  3.0467  -2.5535  -0.1043
H  2.9745  1.2988  -0.0224
H  2.3941  -0.7410  1.7074
H  -2.9689  0.9242  1.3167

Results
F_max	3.36	eV/A
2S+1	1
HOMO level	-0.33460	hartree
SMILES	CCC.CNC
frontier orbital gap	10.18	eV
LUMO energy	1.072	eV
energy above the lowest of the compared OMol25 structures with the same formula, charge and spin	1.992	eV

Mulliken atomic charges, in units of e: N -0.31; C -1.10; C -0.96; C -1.10; C -0.78; C -0.07; H 0.28; H 0.21; H 0.22; H 0.30; H 0.24; H 0.31; H 0.38; H 0.27; H 0.30; H 0.28; H 0.26; H 0.35; H 0.37; H 0.23; H 0.31